C4H7NO | ωB97M-V with the def2-TZVPD basis set

Element x y z (Å)
O -1.613 -0.756 0.955
C -1.018 -0.047 -0.089
C -0.097 1.163 0.213
N 0.907 0.601 -0.735
C 1.373 -0.918 -0.046
C 0.166 -0.681 -0.851
H -0.912 -1.187 1.462
H -1.827 0.241 -0.764
H 0.262 1.256 1.243
H -0.471 2.129 -0.136
H 1.176 -0.781 1.029
H 1.968 0.276 -0.529
H 0.036 -1.146 -1.828

Calculated values
**E_tot**: -286.424518 hartree
**Maximum force**: 0.4 eV Å⁻¹

Calculated atomic charges, method Mulliken, unit e: atom 1 (O): -0.5503, atom 2 (C): -0.1398, atom 3 (C): -0.4227, atom 4 (N): -0.2610, atom 5 (C): -0.8074, atom 6 (C): 0.0432, atom 7 (H): 0.3761, atom 8 (H): 0.3699, atom 9 (H): 0.2655, atom 10 (H): 0.2799, atom 11 (H): 0.1860, atom 12 (H): 0.4170, atom 13 (H): 0.2438